{"formula": "C6H10O", "method": "ωB97M-V/def2-TZVPD", "de_lowest_kcal_mol": 113.8, "e_tot_ev": -8426.3052, "e_homo_ev": [-9.1, -9.1], "gap_ev": [8.540, 8.539], "symbols": ["C", "C", "C", "C", "C", "C", "O", "H", "H", "H", "H", "H", "H", "H", "H", "H", "H"], "xyz": [[0.02440, 1.85257, -2.15894], [-0.91048, -0.12253, -0.34790], [-0.16096, -1.45756, -0.53055], [0.40079, -1.71266, 0.84791], [0.24594, -0.67026, 1.66381], [-0.37185, 0.51128, 0.95378], [0.59137, 1.54263, 0.75399], [1.07023, 1.52308, -1.95828], [-0.82078, 0.54777, -1.23437], [-0.08250, 2.67135, -1.41744], [-1.98485, -0.30920, -0.24489], [0.64156, -1.39316, -1.27836], [-0.82825, -2.26340, -0.85685], [0.88553, -2.64745, 1.11873], [0.59145, -0.60705, 2.69155], [-1.17222, 0.99394, 1.52314], [1.41995, 1.11185, 0.50134]], "forces_ev_per_a": [[0.113, 0.019, 0.106], [0.036, 0.000, 0.046], [0.004, 0.008, -0.016], [0.000, 0.132, 0.115], [0.034, -0.148, -0.084], [-0.236, -0.139, 0.060], [0.220, -0.115, -0.023], [-0.182, 0.030, -0.063], [0.002, -0.007, 0.064], [0.005, -0.108, -0.132], [0.144, 0.056, -0.033], [-0.122, -0.024, 0.116], [0.106, 0.139, 0.032], [-0.069, 0.149, -0.036], [-0.052, -0.034, -0.142], [0.101, -0.094, -0.070], [-0.104, 0.135, 0.058]]}